Record 1
DFT (the ωB97M-V functional and the def2-TZVPD basis) results for one molecule with the formula C6H5OP.

The HOMO energy (spin up / spin down) comes out at -0.3014 / -0.3014 hartree. As for the strongest force on any atom: 2.1 eV/A. As for the charge: 0. As for the structure (SMILES): C1=C/C=C\C#[PH]OC=1. The HOMO-LUMO gap (spin up / spin down) is 6.7 / 6.7 eV.

Last column: natural (NBO) charge in e.
Cartesian coordinates (Å):
P  -1.652016  0.927168  0.402083  0.904
O  -2.057192  -0.589164  -0.284334  -0.756
C  0.965740  -0.922477  0.764857  -0.288
C  -1.131813  -1.580862  -0.465519  0.100
C  0.991744  1.374947  -0.347439  -0.336
C  1.598260  0.236190  0.142123  -0.095
C  -0.308488  1.844198  -0.148377  -0.364
C  -0.019973  -1.616651  0.224493  -0.020
H  -1.470737  -2.331438  -1.164279  0.208
H  -2.690615  1.539195  -0.286611  -0.004
H  1.430547  -1.273925  1.680469  0.228
H  2.676851  0.282342  0.258934  0.210
H  1.667687  2.110483  -0.776403  0.212

Forces on the atoms, in the same order (eV/Å):
P 0.635 0.011 -0.653
O -0.013 -0.140 0.128
C 0.093 -0.713 -0.025
C -0.470 0.091 0.042
C 1.417 -0.460 -0.177
C -0.271 0.801 -0.247
C -1.606 -1.213 0.733
C 0.095 1.316 0.251
H 0.122 0.007 -0.157
H -0.223 0.267 0.035
H -0.061 0.069 0.179
H 0.059 -0.004 -0.210
H 0.223 -0.030 0.099

***

Record 2
DFT (the ωB97M-V functional and the def2-TZVPD basis) results for C8H18NO2S as an isolated structure.

The HOMO energy (spin up / spin down) comes out at -0.4979 / -0.4935 hartree. As for the strongest force on any atom: 4.8 eV/A. As for the charge: +1. The HOMO-LUMO gap (spin up / spin down) is 7.7 / 7.7 eV.

Last column: natural (NBO) charge in e.
Cartesian coordinates (Å):
S  0.993729  0.154757  -0.661766  2.015
O  -1.162772  0.156572  -1.071426  -0.543
O  1.840503  0.242869  -1.764598  -0.812
N  1.362789  1.402321  0.398737  -0.813
C  -0.695215  -0.702903  -3.197481  -0.644
C  1.832265  -1.245584  1.631803  -0.420
C  -1.526833  0.206871  -2.363201  0.086
C  -3.091177  -0.315601  -2.357961  -0.558
C  0.585777  1.676701  1.603985  -0.259
C  1.067466  -1.314133  0.329512  -0.648
C  1.147750  -0.541623  2.756727  -0.388
C  1.290245  0.981279  2.736061  -0.421
H  -1.558018  1.270432  -2.752382  0.172
H  -3.563544  0.285130  -1.641784  0.226
H  -3.337451  -0.197427  -3.425760  0.235
H  -1.347631  -0.852327  -4.028760  0.232
H  0.043804  -1.447376  0.604303  0.274
H  0.277172  -0.438379  -3.495543  0.237
H  1.901510  2.188433  -0.013169  0.457
H  1.484420  -0.807036  3.777414  0.250
H  1.298722  -2.155288  -0.329694  0.299
H  -0.464500  1.369270  1.516025  0.228
H  -0.661416  -1.676928  -2.584162  0.195
H  2.025042  -2.269688  1.839086  0.251
H  -2.953758  -1.406228  -2.068407  0.217
H  0.065799  -0.766886  2.617297  0.192
H  0.492529  2.664399  1.918592  0.247
H  0.658487  1.110500  3.533487  0.229
H  2.261338  1.441233  3.056851  0.231
H  2.724756  -0.671840  1.568404  0.231

Forces on the atoms, in the same order (eV/Å):
S -3.182 2.433 2.574
O 3.061 0.010 3.188
O 1.508 -0.133 -2.136
N -0.414 -0.138 -1.980
C -1.722 -2.430 0.993
C 0.755 0.432 -0.105
C -0.941 1.636 -1.413
C 3.862 -1.570 -0.818
C 0.191 -2.161 0.505
C -0.534 -0.127 0.224
C -0.841 0.267 0.015
C 0.079 -0.596 0.042
H 0.131 -0.930 0.283
H -1.269 0.563 0.659
H -0.542 0.003 0.709
H 0.219 -0.653 -1.160
H -1.095 -0.172 -0.037
H 1.024 0.733 -0.271
H -0.625 -0.912 -0.115
H -0.149 -0.612 -0.788
H 0.324 0.376 -0.202
H 0.287 -0.398 -0.238
H 0.082 1.085 -1.147
H 0.467 -0.886 0.418
H -0.807 1.349 -0.310
H 0.366 0.182 0.812
H 0.341 2.223 -0.589
H -1.416 1.392 2.410
H -0.575 -0.704 -0.786
H 1.416 -0.262 -0.738

***

Record 3
DFT (the ωB97M-V functional and the def2-TZVPD basis) results for one molecule with the formula C3H2Cl2N2O.

The HOMO energy (spin up / spin down) comes out at -0.3211 / -0.3089 hartree. As for the strongest force on any atom: 3.0 eV/A. As for the charge: 0. The HOMO-LUMO gap (spin up / spin down) is 7.5 / 6.7 eV.

Last column: natural (NBO) charge in e.
Cartesian coordinates (Å):
Cl  -4.041007  -0.298584  0.641099  0.253
Cl  0.589234  -0.852391  -2.175752  0.014
O  -1.546303  -1.079403  2.347687  -0.603
N  -2.010391  -0.222796  -0.943194  -0.105
N  -2.408143  -0.382194  0.224726  -0.113
C  -0.254032  -0.686629  0.454358  -0.343
C  -1.424274  -0.770943  1.202589  0.486
C  -0.538202  -0.187122  -0.889760  -0.126
H  -0.510741  0.922274  -0.718629  0.293
H  0.781087  -0.742220  0.844986  0.243

Forces on the atoms, in the same order (eV/Å):
Cl -0.098 0.126 -0.129
Cl -1.762 0.941 0.828
O -1.800 -0.238 1.764
N -0.372 0.336 -2.750
N -0.068 -0.549 0.173
C 1.752 0.299 -0.368
C 2.975 -0.256 -0.022
C -0.156 -0.219 1.633
H 0.635 -0.312 -0.964
H -1.107 -0.129 -0.165

***

Record 4
DFT (the ωB97M-V functional and the def2-TZVPD basis) results for C43H49ClN9O8S3Si4TeTi as an isolated structure.

The HOMO energy comes out at -0.1712 hartree. As for the strongest force on any atom: 4.1 eV/A. As for the charge: -1. The HOMO-LUMO gap is 5.8 eV.

Last column: Löwdin charge in e.
Cartesian coordinates (Å):
Te  1.037266  1.005930  -2.063388  1.114
Ti  -0.712334  -0.764670  0.091512  0.790
Cl  -5.200034  -4.667070  1.759112  0.845
S  -0.839334  1.638030  0.243012  0.710
S  2.108366  -2.162970  2.938912  1.088
S  0.221966  0.157630  3.220012  0.574
Si  4.192866  1.361430  0.336712  0.447
Si  3.570866  1.233430  -1.997588  0.235
Si  4.533766  -0.523670  -3.292988  0.401
Si  3.704466  3.401730  -3.000088  0.382
O  -0.587634  1.325930  3.024212  -0.354
O  2.129566  -0.897670  -0.106588  -0.121
O  -2.383934  -6.221270  -1.482488  0.122
O  -0.226934  -2.313670  -1.112688  -0.096
O  1.643566  0.338130  3.367712  -0.371
O  -4.205234  -6.481570  -0.258288  0.050
O  -1.848134  -0.544570  -1.310688  -0.329
O  -0.633034  -4.371270  -1.810588  0.076
N  -3.150634  -0.593970  -1.123188  0.058
N  -1.918334  -1.014570  8.582012  0.097
N  -2.315234  -2.430970  0.629612  0.083
N  -1.872734  1.715830  -2.634688  0.074
N  -3.101434  -1.657170  -4.449388  0.217
N  -0.143034  -0.891970  2.028312  -0.238
N  -3.370334  -2.740970  1.383512  -0.029
N  -6.456334  -0.970870  -1.815488  0.176
N  0.249866  -3.099570  1.429712  0.044
C  -1.267934  0.984630  -4.844988  -0.069
C  1.155266  -4.101070  1.592312  -0.214
C  -5.313634  -0.945170  -1.937288  -0.175
C  -0.039434  -1.096270  7.059812  -0.028
C  -5.056634  -0.028770  4.071512  -0.091
C  -3.988934  -0.476670  1.967012  0.005
C  2.210566  -3.803070  2.378112  -0.359
C  -2.703134  2.271630  -1.733488  -0.245
C  2.735466  2.161630  1.266712  -0.205
C  -3.471034  2.114430  -4.351888  -0.019
C  2.573066  3.512830  -4.546988  -0.224
C  -2.344734  2.298130  -0.352788  -0.519
C  -3.025234  -4.481570  0.042812  -0.027
C  -3.169234  2.945430  0.548212  -0.121
C  -4.564734  0.415030  2.854912  -0.060
C  5.691266  2.558330  0.515812  -0.225
C  -4.358134  3.550830  0.146712  -0.087
C  -3.922534  -0.935070  -2.132688  -0.270
C  3.530966  -0.649570  -4.923888  -0.224
C  -1.406634  -0.945770  7.306412  -0.324
C  -3.830034  -3.972770  1.055912  -0.552
C  -3.479034  -1.324570  -3.415288  -0.155
C  -0.376934  -0.525170  4.761512  -0.267
C  -2.073134  -3.453170  -0.174788  -0.116
C  -2.225934  1.632530  -3.896688  -0.339
C  -3.906734  -1.822970  2.308612  -0.184
C  -2.255234  -0.628570  6.243012  -0.021
C  0.603866  -2.013070  2.045612  -0.709
C  -0.887134  -3.386070  -1.110488  -0.528
C  -1.736734  -0.414770  4.984612  -0.052
C  4.482366  -2.215470  -2.398588  -0.204
C  1.135866  -0.343870  -0.525388  -0.884
C  -4.757134  3.490030  -1.162688  -0.044
C  -4.359034  -2.265870  3.546512  -0.046
C  -3.953434  2.837830  -2.115788  -0.162
C  0.474866  -0.873770  5.795512  -0.063
C  5.460966  3.966730  -3.538188  -0.220
C  3.044366  4.719330  -1.769588  -0.218
C  -4.321834  2.723830  -3.472488  -0.010
C  -4.946634  -1.365470  4.416212  -0.100
C  6.354166  -0.180670  -3.796888  -0.227
C  -3.250734  -5.815270  -0.586588  -0.521
C  4.807366  -0.254970  1.158712  -0.208
H  5.473666  3.546430  0.129912  -0.003
H  -5.508834  0.670730  4.758112  0.106
H  5.827666  -0.494270  0.869712  0.019
H  6.548066  2.181730  -0.029888  0.011
H  5.225866  -2.263770  -1.608688  0.016
H  4.651166  -3.054470  -3.068988  0.022
H  -4.964534  4.066830  0.878612  0.101
H  0.624666  -1.341070  7.876112  0.106
H  4.176966  -1.089770  0.880312  -0.015
H  2.881366  2.161630  2.342512  0.025
H  1.627566  3.037130  -4.300088  -0.028
H  -4.644334  1.454530  2.578312  0.099
H  -0.860834  0.084230  -4.387388  0.047
H  3.825466  -1.487870  -5.547788  0.020
H  -5.315634  -1.717870  5.368412  0.106
H  4.768366  -0.178870  2.243012  0.023
H  -2.363134  -0.105570  4.164912  0.089
H  2.065466  4.402530  -1.420888  0.013
H  3.689466  4.811030  -0.901788  0.005
H  5.841066  3.336430  -4.333488  0.004
H  0.962666  -5.037070  1.096312  0.111
H  -0.434834  1.654930  -5.058488  0.067
H  -3.311134  -0.504070  6.428212  0.096
H  2.366166  4.530330  -4.863688  0.022
H  -2.914134  -1.135670  8.662512  0.088
H  3.638866  0.258230  -5.508788  0.009
H  3.043466  -4.418970  2.646412  0.054
H  1.535666  -0.942870  5.606712  0.097
H  -5.279534  3.113730  -3.794688  0.114
H  -1.647734  -5.544070  -1.675288  0.067
H  -1.760834  0.711730  -5.773588  0.072
H  6.155266  3.896230  -2.709088  0.009
H  -3.652734  -0.135170  0.995412  0.085
H  6.766866  -0.985670  -4.395788  0.017
H  2.548766  3.183630  0.950512  0.026
H  -5.682234  3.946830  -1.484188  0.106
H  3.510466  -2.356470  -1.935088  0.013
H  6.985666  -0.060070  -2.925088  0.012
H  2.474466  -0.757870  -4.693288  0.002
H  6.425166  0.732430  -4.374888  0.002
H  -1.367434  -1.479670  9.281912  0.088
H  5.985066  2.668030  1.554812  0.020
H  5.475866  4.992130  -3.895788  0.019
H  -3.730834  1.998730  -5.392388  0.108
H  2.936366  5.709030  -2.205188  0.021
H  1.820266  1.595430  1.098712  -0.036
H  -4.249834  -3.300470  3.827012  0.092
H  2.994466  2.982130  -5.393088  0.014
H  -2.860334  2.971530  1.583612  0.101

Forces on the atoms, in the same order (eV/Å):
Te 1.662 1.079 -1.741
Ti -0.539 -0.240 1.488
Cl -0.210 0.067 0.101
S -0.278 -0.033 0.583
S 0.232 -1.044 -0.473
S -0.947 1.324 1.095
Si 0.263 0.345 0.419
Si 0.394 -0.206 -0.049
Si 0.234 -0.405 -0.505
Si 0.063 0.842 -0.269
O 0.158 -0.229 0.251
O -0.516 0.525 -0.425
O 0.390 0.004 -0.335
O 0.380 0.081 -0.073
O -0.109 -0.290 -0.065
O 0.110 -0.105 -0.121
O -3.530 -0.125 -2.031
O -0.048 -0.012 0.062
N -0.574 0.095 -0.815
N -0.113 -0.022 0.380
N 0.597 -0.055 -0.592
N 0.021 0.003 -0.428
N -0.126 -0.001 0.072
N -0.298 1.308 0.650
N 0.088 -0.474 -0.224
N 0.028 0.026 -0.006
N -0.278 0.407 0.218
C 0.047 -0.106 0.045
C 0.338 -0.074 -0.037
C -1.200 0.071 0.531
C -0.078 0.002 0.041
C -0.029 0.047 0.042
C -0.019 -0.116 -0.183
C -0.077 0.461 0.161
C -0.666 0.443 0.061
C 0.259 -0.463 -0.335
C -0.427 0.250 0.102
C 0.329 -0.328 0.614
C -0.204 -0.070 0.001
C -0.015 0.288 0.222
C 0.526 -0.358 -0.112
C -0.036 -0.069 0.056
C -0.558 -0.380 -0.290
C -0.419 0.206 -0.335
C 1.745 0.506 1.072
C 0.164 0.139 0.712
C 0.138 0.122 -0.390
C 0.309 -0.195 -0.489
C 0.852 -0.219 -0.909
C 0.316 0.061 -0.471
C -0.528 -0.238 0.115
C 0.042 0.019 0.399
C -0.259 0.659 0.552
C 0.198 -0.033 0.003
C 1.358 -1.799 1.039
C -0.406 -0.655 -0.064
C -0.135 -0.031 0.051
C -0.167 0.691 -0.138
C 2.159 -0.924 0.892
C -0.076 0.051 0.247
C 0.118 0.010 -0.115
C 0.344 -0.118 0.077
C 0.027 -0.043 -0.090
C -0.579 -0.417 0.265
C 0.150 -0.679 -0.278
C 0.203 -0.132 -0.230
C -0.057 -0.026 -0.064
C -0.656 -0.010 0.290
C -0.121 0.028 0.143
C -0.367 0.304 -0.445
H -0.115 0.299 -0.118
H -0.074 0.078 0.064
H 0.208 0.097 -0.096
H 0.272 -0.150 -0.164
H 0.155 0.062 0.172
H 0.076 -0.005 -0.254
H -0.067 0.019 0.029
H 0.081 -0.038 0.090
H -0.097 -0.148 -0.057
H 0.210 -0.016 0.127
H -0.263 -0.033 -0.051
H 0.027 0.105 -0.032
H 0.046 0.002 -0.060
H 0.179 -0.202 -0.022
H -0.011 -0.014 0.077
H 0.002 0.200 0.171
H -0.215 0.039 -0.035
H -0.220 -0.040 0.133
H 0.139 -0.032 0.199
H 0.096 -0.204 -0.219
H 0.098 -0.172 -0.047
H 0.054 0.035 -0.059
H -0.127 0.016 -0.014
H 0.057 0.262 0.090
H 0.102 -0.079 0.067
H 0.063 0.248 -0.125
H 0.164 -0.223 0.081
H 0.067 0.028 0.041
H -0.024 0.013 -0.034
H -0.293 -0.021 0.244
H -0.011 0.012 -0.105
H 0.188 -0.024 0.250
H -0.005 -0.049 0.094
H -0.004 -0.257 -0.138
H 0.061 0.173 -0.217
H -0.117 0.016 -0.018
H -0.208 -0.024 0.106
H 0.170 0.020 0.282
H -0.191 -0.049 0.048
H -0.008 0.283 -0.181
H -0.064 -0.060 -0.004
H -0.025 -0.060 0.285
H -0.174 0.214 -0.041
H -0.065 -0.018 -0.123
H 0.060 0.091 -0.271
H 0.016 0.105 -0.030
H 0.029 -0.050 0.028
H 0.134 -0.197 -0.184
H 0.026 0.005 0.094